The following is a quantum chemistry calculation of a molecular structure, C43H67ClCsNO8Se3, from the OMol25 dataset.

Its charge is -2. The value obtained for the maximum force is 3.779 eV/Å. The LUMO energy comes out at 3.5 eV. The total energy is -272661.4938 eV. For the energy relative to the best compared isomer or geometry (same formula, charge and spin), the calculation gives 234.2 kJ/mol. The value obtained for the HOMO energy is -2.63 eV. The gap between HOMO and LUMO comes out at 6.14 eV.

Structure (XYZ):
```
124
Properties=species:S:1:pos:R:3:forces:R:3:mulliken_charge:R:1
Cs 0.5195 0.8361 0.1616 -1.4964 1.6235 -3.0666 2.255
Se 1.3667 -0.8981 2.6903 0.5511 -0.5605 1.0946 0.028
Se -0.1107 -0.8149 -4.6395 -0.0278 0.0450 0.1534 0.145
Se 2.0387 -2.9619 -2.3068 -0.0024 -0.0198 -0.0128 0.395
Cl -7.0914 -5.3469 3.3568 0.1558 0.1387 -0.1474 -0.285
O 0.4723 1.9662 2.2744 0.0227 1.0957 2.6761 -0.919
O -3.8747 0.4288 0.6655 -0.4270 -0.2234 -0.3743 -0.787
O -3.3875 -2.2563 -0.0159 -0.2873 -0.0570 0.0093 -0.077
O -1.4438 -0.4183 1.3905 -1.1999 -0.1044 0.7500 -0.455
O 1.5265 0.5054 -2.4652 0.3197 -0.0575 -0.2849 -0.399
O 2.5796 -0.4685 -0.0457 2.1063 -1.0209 0.0868 -0.404
O -5.6562 0.2717 -0.7306 0.4026 -0.0425 0.1538 -0.805
O 0.4379 -2.6180 0.0463 -0.2011 0.0977 0.0941 -0.728
N -0.6980 4.8579 -2.6952 0.0094 0.0006 0.2522 -0.482
C -1.3954 -1.6586 -5.8291 0.0233 -0.0394 -0.1601 -1.004
C 0.4117 5.2601 5.2434 0.0062 0.1088 0.1157 -2.362
C 0.3887 4.2708 4.0808 -0.0029 -0.2058 -0.1637 2.574
C 5.8381 -0.1812 1.5994 -0.1800 0.0666 -0.0320 -0.172
C 1.7100 1.3347 6.2235 -0.0399 0.0622 -0.0883 -0.798
C -0.7110 4.8246 -1.5460 -0.0039 -0.0032 0.5405 0.110
C 3.5286 -0.4174 0.8454 -0.0297 -0.1510 -0.0013 -0.413
C 0.8502 1.8085 3.5111 -0.1131 0.0020 -0.2476 0.457
C -1.0528 4.2141 3.5463 -0.0555 -0.0470 -0.0116 -1.475
C -4.2973 -2.9177 0.7517 0.2220 0.2992 -0.4017 0.840
C 6.6365 -2.3411 4.3570 -0.0152 -0.0849 0.0184 -1.747
C -2.2665 -3.9243 1.8468 -0.1265 0.0181 0.0247 -1.027
C 5.5457 -0.6280 2.8921 -0.0176 0.0148 -0.1462 -0.956
C -0.7283 4.8581 -0.0632 -0.0148 0.0404 -0.5608 -0.084
C -0.6129 -1.9147 -3.1025 0.3627 -0.1377 -0.0144 -0.311
C 0.2162 -3.1969 -2.9797 -0.1743 0.2237 0.1505 -0.969
C -6.5345 -3.5036 1.4273 -0.0092 0.1565 -0.2107 -0.951
C 5.0783 -0.4649 -1.8868 -0.0354 -0.0063 0.0231 -1.366
C -3.7622 -3.8052 1.6927 0.2344 -0.1371 0.1998 0.996
C 4.8834 -0.0273 0.5887 0.0816 -0.0833 0.0928 -0.887
C 8.0066 -0.4615 3.4944 0.1064 0.0573 -0.0412 -2.325
C 1.0513 1.4953 8.6464 -0.0876 0.0106 0.0277 -1.782
C 4.2026 -0.8692 3.1756 0.0549 0.0636 -0.2266 -0.749
C 6.6097 -0.8549 3.9710 -0.1581 0.0528 -0.0446 2.439
C 3.3872 2.0404 7.9485 0.0834 0.0583 -0.0226 -1.509
C -6.0112 -4.3900 2.3373 0.0280 -0.1012 0.1660 0.180
C 2.5973 -0.3089 7.9327 0.0285 -0.1136 0.0020 -1.967
C 1.6977 0.3140 5.2855 -0.1062 0.0456 -0.2826 0.182
C -4.5523 -0.0877 -0.2725 -0.2596 0.8879 0.6171 0.678
C 2.1779 1.1360 7.6667 -0.0386 0.0848 -0.0685 2.039
C -3.9090 -1.2883 -0.9413 0.3819 -0.6175 -0.0746 -0.499
C 3.2306 -0.7378 2.1993 0.0127 0.0565 0.2469 1.295
C -5.6710 -2.7564 0.6231 -0.2048 -0.1057 0.1507 -0.864
C 6.2755 -0.0243 5.2199 -0.0161 0.0731 0.0526 -1.476
C 0.8457 2.8647 4.4881 0.1141 -0.0686 0.1777 -0.519
C 1.2995 0.5399 3.9670 0.0547 0.0443 0.2763 -0.752
C -4.6375 -4.5336 2.4813 0.0444 -0.0960 0.0625 -0.787
C 6.7003 1.0786 -0.8164 0.1598 0.0390 -0.0038 -2.480
C 5.2575 0.5800 -0.7710 -0.1782 -0.0967 0.0439 2.917
C 3.0056 -3.2922 -3.9593 -0.0612 -0.0119 -0.1970 -1.131
C 4.3363 1.7889 -1.0301 0.0548 -0.1012 0.1201 -1.618
C 1.3291 4.8040 2.9869 0.0353 -0.0135 -0.0708 -1.463
C 1.2780 2.5938 5.7814 -0.0432 -0.0184 -0.1338 0.160
H -0.2532 4.9465 6.0563 0.0620 0.0339 -0.0888 0.386
H -1.2401 -2.7359 -5.8781 0.0086 0.0066 -0.0101 0.277
H 4.1989 1.8185 7.2479 -0.0634 0.0126 0.0728 0.178
H 1.4199 5.3899 5.6534 -0.0962 -0.0097 -0.0523 0.367
H 0.0083 5.5789 0.2838 0.0109 0.0442 -0.0030 0.237
H 3.1287 3.0983 7.8340 0.0186 -0.1166 0.0072 0.268
H 5.2418 -0.0122 -2.8748 0.0135 -0.0323 0.0933 0.395
H 6.8623 0.0817 1.3661 -0.0658 -0.0384 0.0150 0.452
H 3.4355 -0.6074 7.2940 -0.0879 0.0318 0.0635 0.199
H -1.6664 -2.1542 -3.2588 -0.0014 -0.0370 0.0834 0.511
H 2.6903 -2.5860 -4.7260 0.0474 -0.0083 -0.0081 0.284
H 2.8466 -4.3139 -4.3042 0.0393 0.0140 -0.0230 0.350
H -0.5327 -1.2963 -2.2083 0.0815 -0.0823 -0.0893 -0.095
H 6.8644 -2.9577 3.4820 -0.0078 0.0418 0.0681 0.369
H 1.3880 4.0960 2.1573 -0.0372 0.0730 0.0925 0.173
H 1.2757 3.4053 6.5008 0.0041 -0.0241 -0.0082 0.302
H 6.2484 1.0424 4.9744 0.0072 -0.0957 0.0234 0.342
H 0.7425 2.5392 8.5334 0.0360 -0.1011 0.0008 0.298
H -4.2433 -5.2173 3.2246 -0.0165 0.0115 -0.0418 0.356
H 4.5104 2.5592 -0.2717 0.0051 -0.0305 -0.0668 0.320
H 0.1737 0.8675 8.4636 0.0695 0.0466 0.0248 0.365
H -3.0401 -0.9443 -1.4988 0.0755 -0.0130 -0.0552 0.161
H 8.7301 -0.6351 4.2986 -0.0311 0.0123 -0.0549 0.432
H -6.0790 -2.0284 -0.0670 -0.0121 -0.0416 0.0561 0.400
H 7.3955 -2.5315 5.1278 -0.0760 0.0201 -0.0659 0.447
H 3.2978 1.4697 -0.9623 0.1077 0.1816 -0.0923 0.139
H 8.0529 0.5979 3.2199 -0.0076 -0.1020 0.0313 0.399
H -0.2587 -3.8618 -2.2605 -0.0482 -0.0406 -0.0076 0.384
H -2.4084 -1.4467 -5.4932 -0.0168 -0.0002 -0.0037 0.287
H -2.0103 -4.6751 2.5986 -0.0511 0.0621 -0.0590 0.338
H 2.9149 -0.4122 8.9755 -0.0090 -0.0044 -0.0437 0.454
H 3.7563 1.8867 8.9708 -0.0312 0.0267 -0.0743 0.492
H -1.1365 3.4941 2.7308 0.0374 0.0864 0.0874 0.095
H 1.7716 -1.0063 7.7581 0.0776 0.0735 0.0216 0.379
H 2.3377 4.9415 3.3902 -0.0618 0.0154 -0.0208 0.269
H -1.1529 0.3178 1.9606 -0.2605 -0.4155 0.0702 0.158
H 7.4230 0.2608 -0.7057 -0.0908 0.0979 -0.0181 0.395
H 0.2935 -3.6988 -3.9428 -0.0341 -0.0923 -0.0447 0.511
H -1.7859 -4.1946 0.9042 -0.0336 0.0107 0.0231 0.168
H -1.2509 -1.2332 -6.8215 -0.0331 -0.0315 -0.0134 0.298
H -0.4913 3.8992 0.3907 0.0425 -0.1548 -0.1457 -0.253
H 0.9694 5.7720 2.6112 0.0515 -0.0651 0.0591 0.416
H 3.8896 -1.1416 4.1789 0.0196 -0.0288 -0.0616 0.254
H 0.0672 6.2364 4.8841 0.0249 -0.0546 0.0422 0.471
H 4.5206 2.2237 -2.0204 -0.0109 -0.0524 0.0651 0.421
H 5.7989 -1.2807 -1.7576 -0.0429 0.0679 -0.0216 0.348
H 2.2835 0.6401 -3.0441 -0.0431 -0.0477 -0.0911 0.270
H -1.7389 3.9008 4.3406 0.0477 0.0621 -0.0538 0.290
H 1.3769 1.3466 9.6842 -0.0243 0.0201 -0.0876 0.449
H 5.2959 -0.2902 5.6300 0.1152 0.0227 -0.0592 0.050
H 7.0276 -0.1847 6.0035 -0.0665 0.0135 -0.0581 0.490
H 4.0758 -0.8949 -1.8553 0.0492 0.0425 -0.0017 -0.186
H -1.8351 -2.9646 2.1445 -0.0315 -0.0223 -0.0301 0.056
H 1.2138 -2.1692 0.4227 -0.0534 0.0168 -0.3310 0.119
H 8.3173 -1.0519 2.6259 -0.0350 0.0494 0.0899 0.420
H -7.6060 -3.3792 1.3384 0.0285 0.0080 -0.0052 0.432
H 5.6646 -2.6618 4.7436 0.0905 0.0327 -0.0338 0.290
H 1.9955 -0.6915 5.5546 0.0025 0.0116 -0.0341 0.606
H 1.9051 0.0015 -1.7122 0.3323 -0.1333 -0.4329 -0.089
H 4.0652 -3.1483 -3.7400 -0.0668 0.0004 -0.0107 0.319
H -2.3929 -0.1801 1.1586 0.1386 -0.1068 -0.0464 0.165
H -1.3646 5.2051 3.1892 0.0112 -0.0755 0.0558 0.461
H -4.6123 -1.7573 -1.6258 -0.0729 -0.1339 -0.0860 0.351
H -0.3098 -2.0807 0.3539 -0.0206 -0.0968 0.1772 0.145
H 6.8804 1.5550 -1.7869 0.0069 -0.0373 0.0696 0.439
H -1.7142 5.1568 0.2858 -0.0370 0.0167 -0.0427 0.367
H 6.8967 1.8205 -0.0331 -0.0282 -0.0829 -0.1036 0.449
```
Positions in Å, forces in eV/Å.